Entry 1:
A cluster of 2 separate species, C23H23N4O8S in total. Source: the OMol25 dataset; level of theory: wB97M-V/def2-TZVPD.

Its HOMO energy is -12.199 eV. The energy above the lowest of the compared OMol25 structures with the same formula, charge and spin is 0.0 kcal/mol. The LUMO energy comes out at -3.973 eV. As for the HOMO-LUMO gap: 0.302 hartree. Its total charge is +1.

Bonds (Å) are listed after each position.
Geometry (Å):
1 O -0.4874 -0.0792 4.4747  C9 1.229
2 O 2.9667 -0.5877 0.4322  C10 1.227
3 O -1.3630 -0.4220 -4.4508  C11 1.218
4 O 1.8639 2.9590 -1.8024  C12 1.221
5 O -0.7057 -5.9420 0.4325  S36 1.470
6 O 1.1643 -5.0842 -0.9049  S36 1.463
7 O -1.1709 -4.7582 2.8147  C22 1.365, H37 0.983
8 O 1.6804 -6.3642 1.2011  S36 1.623, H38 0.966
9 C 0.3949 -0.2214 3.6316  O1 1.229, C23 1.478, C25 1.478
10 C 2.2623 -0.4905 1.4323  O2 1.227, C24 1.477, C26 1.474
11 C -1.4842 0.5310 -3.7023  O3 1.218, N30 1.333, C32 1.516
12 C 0.7371 3.0803 -2.2556  O4 1.221, N29 1.335, C35 1.546
13 C -0.8486 -1.2599 -0.9844  C14 1.369, N28 1.383, H39 1.087
14 C -0.9737 0.0047 -0.4739  C13 1.369, N31 1.385, C34 1.516
15 C -2.7498 -1.1610 0.1499  N28 1.351, N31 1.351, H40 1.088
16 C 1.8048 3.2914 3.4065  C17 1.395, C18 1.396, H41 1.087
17 C 2.6891 3.1666 2.3349  C16 1.395, C19 1.396, H42 1.087
18 C 1.0667 2.1862 3.8350  C16 1.396, C23 1.408, H43 1.088
19 C 2.8419 1.9349 1.6957  C17 1.396, C24 1.409, H44 1.089
20 C -0.3115 -2.5970 3.2296  C22 1.390, C25 1.407, H45 1.087
21 C 1.4777 -2.8362 1.1170  C26 1.402, C27 1.398, H46 1.093
22 C -0.2791 -3.7757 2.4937  O7 1.365, C20 1.390, C27 1.389
23 C 1.2012 0.9388 3.1969  C9 1.478, C18 1.408, C24 1.416
24 C 2.1079 0.8090 2.1174  C10 1.477, C19 1.409, C23 1.416
25 C 0.5095 -1.5022 2.9021  C9 1.478, C20 1.407, C26 1.411
26 C 1.4161 -1.6299 1.8285  C10 1.474, C21 1.402, C25 1.411
27 C 0.6133 -3.8875 1.4352  C21 1.398, C22 1.389, S36 1.792
28 N -1.9652 -1.9742 -0.5904  C13 1.383, C15 1.351, H47 1.018
29 N 0.4493 4.1318 -3.0268  C12 1.335, C33 1.464, H48 1.011
30 N -0.4039 1.0804 -3.1469  C11 1.333, C35 1.472, H49 1.012
31 N -2.1641 0.0537 0.2323  C14 1.385, C15 1.351, H50 1.015
32 C -2.8690 1.0585 -3.3814  C11 1.516, H51 1.085, H52 1.088, H53 1.091
33 C -0.8015 4.4137 -3.7331  N29 1.464, H54 1.091, H55 1.092, H56 1.092
34 C -0.0218 1.1554 -0.7323  C14 1.516, C35 1.548, H57 1.092, H58 1.091
35 C -0.3315 1.9945 -1.9954  C12 1.546, N30 1.472, C34 1.548, H59 1.088
36 S 0.6496 -5.3734 0.4339  O5 1.470, O6 1.463, O8 1.623, C27 1.792
37 H -1.1906 -5.4591 2.1264  O7 0.983
38 H 2.1526 -6.7625 0.4586  O8 0.966
39 H -0.0424 -1.6149 -1.6215  C13 1.087
40 H -3.6958 -1.4429 0.6074  C15 1.088
41 H 1.6966 4.2470 3.9131  C16 1.087
42 H 3.2694 4.0240 2.0029  C17 1.087
43 H 0.3859 2.3025 4.6760  C18 1.088
44 H 3.5422 1.8586 0.8648  C19 1.089
45 H -1.0103 -2.5354 4.0601  C20 1.087
46 H 2.1850 -2.9406 0.2905  C21 1.093
47 H -2.1659 -2.9392 -0.8461  N28 1.018
48 H 1.2187 4.7720 -3.1661  N29 1.011
49 H 0.4715 0.7147 -3.4983  N30 1.012
50 H -2.5129 0.8559 0.7462  N31 1.015
51 H -3.0665 0.9722 -2.3184  C32 1.085
52 H -2.9439 2.0963 -3.6994  C32 1.088
53 H -3.6012 0.4691 -3.9344  C32 1.091
54 H -1.6289 4.5095 -3.0286  C33 1.091
55 H -0.7062 5.3529 -4.2825  C33 1.092
56 H -1.0171 3.6203 -4.4514  C33 1.092
57 H 0.9818 0.7389 -0.8365  C34 1.092
58 H -0.0061 1.8128 0.1387  C34 1.091
59 H -1.2816 2.5042 -1.8485  C35 1.088


Entry 2:
A cluster of 3 separate species, C49H79BrF4N3O7PS in total. Source: the OMol25 dataset; level of theory: wB97M-V/def2-TZVPD.

Its HOMO energy (spin up / spin down) is -7.901 / -7.901 eV. Its spin multiplicity is 3. The LUMO energy (spin up / spin down) comes out at -0.447 / -0.583 eV. As for the HOMO-LUMO gap (spin up / spin down): 0.274 / 0.269 hartree. Its total charge is 0.

Bonds (Å) are listed after each position.
Geometry (Å):
1 C 2.4472 2.6221 3.8272  O2 1.484, H45 1.187, H46 1.183, H47 1.191
2 O 1.8228 2.4571 5.1636  C1 1.484, C3 1.471
3 C 0.4105 2.0888 4.9771  O2 1.471, C4 1.639, H48 1.171, H49 1.191
4 C 0.0585 0.5130 5.2613  C3 1.639, C5 1.640, H50 1.179, H51 1.192
5 C 1.3052 -0.5285 5.0398  C4 1.640, C6 1.667, H52 1.188, H53 1.170
6 C 0.9189 -1.7736 4.0014  C5 1.667, C7 1.671, H54 1.172, H55 1.173
7 C 1.7704 -1.6517 2.5687  C6 1.671, C8 1.670, H56 1.182, H57 1.186
8 C 0.8027 -0.8944 1.4374  C7 1.670, C9 1.662, H58 1.171, H59 1.171
9 C -0.3081 -1.9307 0.7632  C8 1.662, C10 1.666, H60 1.180, H61 1.180
10 C -1.8760 -1.5191 1.1491  C9 1.666, C11 1.653, H62 1.186, H63 1.190
11 C -2.1508 -0.0537 0.4342  C10 1.653, C12 1.641, H64 1.193, H65 1.176
12 C -3.6776 0.5146 0.6286  C11 1.641, C13 1.673, H66 1.177, H67 1.184
13 C -4.0486 0.4358 2.2576  C12 1.673, C14 1.668, H68 1.178, H69 1.175
14 C -4.9505 1.7479 2.7543  C13 1.668, C15 1.656, C30 1.673
15 C -4.2091 3.1926 3.0786  C14 1.656, C16 1.670, C17 1.640
16 C -2.5457 3.2437 2.9346  C15 1.670, H70 1.170, H71 1.170, H72 1.193
17 C -4.9645 4.5687 3.5521  C15 1.640, C18 1.639, C25 1.668
18 C -4.2564 6.0022 3.9136  C17 1.639, C19 1.640, H73 1.171, H74 1.194
19 C -3.2188 6.5729 2.7797  C18 1.640, O20 1.478, C21 1.673, H75 1.194
20 O -3.7568 6.5233 1.4041  C19 1.478, H76 1.012
21 C -2.8480 8.1345 3.2504  C19 1.673, F22 1.484, F23 1.483, F24 1.511
22 F -3.8642 9.0716 2.7116  C21 1.484
23 F -1.4550 8.4239 2.8310  C21 1.483
24 F -2.8541 8.2550 4.7564  C21 1.511
25 C -6.6221 4.4966 3.7194  C17 1.668, C26 1.650, C29 1.642
26 C -7.5641 5.7736 4.1711  C25 1.650, C27 1.645, H77 1.191, H78 1.194
27 C -7.7369 5.7740 5.8068  C26 1.645, F28 1.488, H79 1.191, H80 1.191
28 F -6.7515 6.7373 6.3673  C27 1.488
29 C -7.3890 3.0755 3.4223  C25 1.642, C30 1.673, S44 1.911
30 C -6.6105 1.6741 2.9454  C14 1.673, C29 1.673, N31 1.513
31 N -7.3891 0.4051 2.6780  C30 1.513, C32 1.513, H81 1.043
32 C -8.3190 0.0313 3.8109  N31 1.513, C33 1.673, C38 1.671
33 C -9.3982 1.1436 4.4400  C32 1.673, C34 1.652, S44 1.911
34 C -10.4548 0.7974 5.6614  C33 1.652, C35 1.671, H82 1.194
35 C -10.4081 -0.7486 6.2937  C34 1.671, C36 1.663, H83 1.177
36 C -9.3311 -1.8820 5.7277  C35 1.663, Br37 2.036, C38 1.662
37 Br -9.2355 -3.7465 6.5407  C36 2.036
38 C -8.3057 -1.5020 4.4761  C32 1.671, C36 1.662, C39 1.642
39 C -7.2943 -2.6964 3.9794  C38 1.642, P40 1.918, H84 1.175, H85 1.192
40 P -8.1572 -4.1413 3.0597  C39 1.918, O41 1.587, O42 1.777, O43 1.774
41 O -9.7365 -4.0489 3.1818  P40 1.587
42 O -7.5350 -5.6267 3.8097  P40 1.777, H86 1.002
43 O -7.6427 -4.2162 1.3637  P40 1.774, H87 1.004
44 S -9.2771 2.8750 3.6399  C29 1.911, C33 1.911
45 H 1.9474 1.9451 2.9905  C1 1.187
46 H 2.4309 3.7445 3.4520  C1 1.183
47 H 3.5632 2.2173 3.9217  C1 1.191
48 H 0.0295 2.4097 3.9167  C3 1.171
49 H -0.2146 2.7279 5.7635  C3 1.191
50 H -0.8190 0.2051 4.5366  C4 1.179
51 H -0.3579 0.3931 6.3717  C4 1.192
52 H 1.5682 -1.0225 6.0871  C5 1.188
53 H 2.2849 -0.0518 4.6129  C5 1.170
54 H -0.2326 -1.7937 3.7863  C6 1.172
55 H 1.2820 -2.7627 4.5171  C6 1.173
56 H 2.7390 -0.9834 2.6815  C7 1.182
57 H 2.1117 -2.7318 2.2170  C7 1.186
58 H 0.2473 -0.0303 2.0001  C8 1.171
59 H 1.4570 -0.4469 0.5761  C8 1.171
60 H -0.2533 -1.8734 -0.4142  C9 1.180
61 H -0.0192 -3.0030 1.1632  C9 1.180
62 H -1.9456 -1.4836 2.3326  C10 1.186
63 H -2.5846 -2.3521 0.6797  C10 1.190
64 H -1.9898 -0.2187 -0.7362  C11 1.193
65 H -1.3874 0.7799 0.7573  C11 1.176
66 H -3.8460 1.6049 0.2192  C12 1.177
67 H -4.4007 -0.2330 0.0619  C12 1.184
68 H -4.6171 -0.5871 2.3892  C13 1.178
69 H -3.0485 0.3413 2.8677  C13 1.175
70 H -2.0327 2.2351 3.2326  C16 1.170
71 H -2.1862 3.6429 1.8947  C16 1.170
72 H -2.2030 4.0376 3.7568  C16 1.193
73 H -4.9944 6.8720 4.1773  C18 1.171
74 H -3.6129 5.8142 4.9014  C18 1.194
75 H -2.1692 6.0048 2.8039  C19 1.194
76 H -3.1919 5.8208 0.9440  O20 1.012
77 H -7.1310 6.8007 3.7516  C26 1.191
78 H -8.6581 5.6973 3.6998  C26 1.194
79 H -8.8646 6.0720 6.0482  C27 1.191
80 H -7.5473 4.6571 6.1754  C27 1.191
81 H -6.7877 -0.3878 2.3645  N31 1.043
82 H -11.2191 1.6118 6.0826  C34 1.194
83 H -11.0951 -1.1014 7.1823  C35 1.177
84 H -6.4199 -2.3315 3.2851  C39 1.175
85 H -6.7922 -3.1477 4.9618  C39 1.192
86 H -6.5602 -5.4357 3.9434  O42 1.002
87 H -6.6649 -3.9899 1.3356  O43 1.004
88 C 6.3108 -2.2836 -2.7359  C89 1.555, H99 1.097, H100 1.091, H101 1.096
89 C 5.0835 -1.4163 -2.3374  C88 1.555, C90 1.554, N94 1.502, C98 1.564
90 C 5.2409 0.0126 -2.9265  C89 1.554, C91 1.528, H102 1.099, H103 1.098
91 C 6.2774 0.8635 -2.1948  C90 1.528, C92 1.525, H104 1.096, H105 1.094
92 C 6.0099 0.8839 -0.6938  C91 1.525, C93 1.550, H106 1.097, H107 1.099
93 C 5.8664 -0.5289 -0.0731  C92 1.550, N94 1.502, C96 1.552, C97 1.564
94 N 4.9266 -1.4111 -0.8439  C89 1.502, C93 1.502, O95 1.406
95 O 3.6171 -0.9908 -0.5522  N94 1.406
96 C 7.2606 -1.2049 0.0177  C93 1.552, H108 1.095, H109 1.099, H110 1.088
97 C 5.4449 -0.3651 1.4244  C93 1.564, H111 1.095, H112 1.097, H113 1.096
98 C 3.8874 -2.1137 -3.0646  C89 1.564, H114 1.097, H115 1.097, H116 1.096
99 H 6.1782 -2.7551 -3.7170  C88 1.097
100 H 7.2366 -1.7107 -2.8094  C88 1.091
101 H 6.4701 -3.1015 -2.0242  C88 1.096
102 H 4.2771 0.5400 -2.8894  C90 1.099
103 H 5.5129 -0.0455 -3.9890  C90 1.098
104 H 7.2887 0.4901 -2.3947  C91 1.096
105 H 6.2495 1.8852 -2.5846  C91 1.094
106 H 6.8181 1.4353 -0.1972  C92 1.097
107 H 5.0950 1.4656 -0.5162  C92 1.099
108 H 7.1764 -2.2401 0.3641  C96 1.095
109 H 7.9058 -0.6790 0.7350  C96 1.099
110 H 7.8172 -1.1983 -0.9168  C96 1.088
111 H 4.5215 0.2114 1.5423  C97 1.095
112 H 6.2138 0.1743 1.9916  C97 1.097
113 H 5.3061 -1.3403 1.9056  C97 1.096
114 H 3.7411 -3.1346 -2.6922  C98 1.097
115 H 4.0692 -2.1785 -4.1448  C98 1.097
116 H 2.9432 -1.5677 -2.9519  C98 1.096
117 C 7.0694 -3.1030 -10.0990  C118 1.555, H128 1.097, H129 1.091, H130 1.096
118 C 6.5615 -3.6064 -8.7184  C117 1.555, C119 1.554, N123 1.502, C127 1.564
119 C 5.6009 -4.8102 -8.9230  C118 1.554, C120 1.528, H131 1.099, H132 1.098
120 C 4.2271 -4.4103 -9.4583  C119 1.528, C121 1.525, H133 1.096, H134 1.094
121 C 3.6033 -3.3126 -8.6034  C120 1.525, C122 1.550, H135 1.097, H136 1.099
122 C 4.5316 -2.0889 -8.3965  C121 1.550, N123 1.502, C125 1.552, C126 1.564
123 N 5.9184 -2.4755 -7.9686  C118 1.502, C122 1.502, O124 1.406
124 O 5.8560 -2.8411 -6.6125  N123 1.406
125 C 4.6019 -1.2578 -9.7054  C122 1.552, H137 1.095, H138 1.099, H139 1.088
126 C 3.8403 -1.1154 -7.3858  C122 1.564, H140 1.095, H141 1.097, H142 1.096
127 C 7.8575 -4.1314 -8.0179  C118 1.564, H143 1.097, H144 1.097, H145 1.096
128 H 7.9546 -3.6553 -10.4362  C117 1.097
129 H 6.3326 -3.2166 -10.8957  C117 1.091
130 H 7.3664 -2.0490 -10.0553  C117 1.096
131 H 5.4566 -5.3389 -7.9701  C119 1.099
132 H 6.0521 -5.5403 -9.6084  C119 1.098
133 H 4.3040 -4.0811 -10.5012  C120 1.096
134 H 3.5708 -5.2854 -9.4647  C120 1.094
135 H 2.6590 -2.9976 -9.0647  C121 1.097
136 H 3.3335 -3.7466 -7.6309  C121 1.099
137 H 5.3254 -0.4408 -9.6168  C125 1.095
138 H 3.6289 -0.8003 -9.9326  C125 1.099
139 H 4.8492 -1.8430 -10.5883  C125 1.088
140 H 3.6050 -1.5960 -6.4305  C126 1.095
141 H 2.8858 -0.7493 -7.7843  C126 1.097
142 H 4.4694 -0.2402 -7.1856  C126 1.096
143 H 8.5771 -3.3191 -7.8607  C127 1.097
144 H 8.3512 -4.8970 -8.6296  C127 1.097
145 H 7.6566 -4.6052 -7.0497  C127 1.096


Entry 3:
A cluster of 2 separate species, C4H12 in total. Source: the OMol25 dataset; level of theory: wB97M-V/def2-TZVPD.

Its HOMO energy (spin up / spin down) is 1.573 / -7.584 eV. The energy above the lowest of the compared OMol25 structures with the same formula, charge and spin is 9.2 kcal/mol. Its spin multiplicity is 2. The LUMO energy (spin up / spin down) comes out at 4.352 / 4.396 eV. As for the HOMO-LUMO gap (spin up / spin down): 0.102 / 0.440 hartree. Its total charge is -1.

Bonds (Å) are listed after each position.
Geometry (Å):
1 C 0.3876 -1.3726 1.2705  C2 1.529, H3 1.097, H4 1.087, H5 1.087
2 C -1.1243 -1.4901 1.4656  C1 1.529, H6 1.100, H7 1.095, H8 1.089
3 H 0.8717 -2.3160 1.5515  C1 1.097
4 H 0.5841 -1.2486 0.2087  C1 1.087
5 H 0.7775 -0.5955 1.9235  C1 1.087
6 H -1.4107 -1.8016 2.4807  C2 1.100
7 H -1.5170 -2.3672 0.9402  C2 1.095
8 H -1.6411 -0.5525 1.2663  C2 1.089
9 C -0.3259 1.6193 -1.6453  C10 1.534, H11 1.099, H12 1.094, H13 1.091
10 C 1.0665 1.2668 -1.1078  C9 1.534, H14 1.080, H15 1.097, H16 1.090
11 H -1.0005 0.8087 -1.3369  C9 1.099
12 H -0.7120 2.5528 -1.2258  C9 1.094
13 H -0.5337 1.6768 -2.7151  C9 1.091
14 H 1.1857 0.1933 -1.0864  C10 1.080
15 H 1.8088 1.7218 -1.7756  C10 1.097
16 H 1.2176 1.6953 -0.1168  C10 1.090


Respective strongest force on any atom values: 2.3 6.3 1.6 eV/A.